The following is a quantum chemistry calculation of a structure of composition C25H29N5O7Zr, from the Open Molecules 2025 dataset.

Element x y z (Å)
Zr1 0.5860 -0.5741 -0.0159
O1 1.0454 3.2081 -0.5945
C1 1.5335 2.1418 -0.2721
O2 1.4656 1.0554 -1.0162
C2 2.3190 1.9720 1.0288
C3 3.3421 0.8320 0.8392
C4 4.3787 0.8091 1.9480
C5 3.5635 0.2747 3.1563
C6 2.1840 0.0861 2.5508
O3 2.4957 -0.3516 1.1585
C7 1.5092 1.4590 2.2807
C8 0.0018 1.2272 2.1708
O4 -0.7050 1.2933 3.1266
O5 -0.4250 0.8570 0.9411
H1 2.7916 2.9208 1.2673
H2 3.7277 0.7164 -0.1660
H3 4.7950 1.8005 2.1154
H4 5.1959 0.1392 1.6925
H5 3.5292 0.9648 3.9959
H6 3.9553 -0.6745 3.5136
H7 1.5553 -0.6663 3.0129
H8 1.6549 2.1216 3.1283
O6 -4.0512 -2.9248 1.8711
C9 -3.2168 -2.8957 2.9113
C10 -3.7559 -3.1959 4.1634
C11 -2.9635 -3.1804 5.2858
C12 -1.5985 -2.8641 5.2050
C13 -1.0565 -2.5582 3.9889
C14 -1.8441 -2.5621 2.8163
C15 -1.2312 -2.2138 1.5715
O7 0.0418 -1.8383 1.5331
N1 -1.9133 -2.2916 0.4278
N2 -1.0837 -1.9667 -0.5945
C16 -1.2676 -2.3870 -1.7850
C17 -0.1625 -2.1333 -2.7085
C18 -0.2055 -2.4943 -4.0387
C19 0.9203 -2.2929 -4.8295
C20 2.0468 -1.7192 -4.2654
C21 2.0036 -1.3526 -2.9323
N3 0.9348 -1.5598 -2.1577
H9 -3.5620 -2.7298 1.0503
H10 -4.8080 -3.4414 4.2134
H11 -3.4011 -3.4198 6.2461
H12 -0.9855 -2.8655 6.0950
H13 -0.0056 -2.3209 3.9041
H14 -2.1407 -2.9617 -2.0753
H15 -1.1023 -2.9467 -4.4407
H16 0.9152 -2.5863 -5.8711
H17 2.9444 -1.5544 -4.8436
H18 2.8552 -0.8748 -2.4647
N4 -0.9978 3.9888 -2.5610
C22 -2.2589 3.5205 -1.8972
C23 -2.0045 2.1018 -1.4039
N5 -1.5051 1.1717 -2.4224
C24 -0.5033 1.7259 -3.3407
C25 -0.7610 3.1616 -3.7879
H19 -0.2037 3.8408 -1.9001
H20 -1.0544 4.9786 -2.7953
H21 -3.0627 3.5919 -2.6283
H22 -2.4811 4.1720 -1.0543
H23 -2.9143 1.6931 -0.9692
H24 -1.2768 2.1764 -0.6001
H25 -2.2766 0.7983 -2.9624
H26 -0.4461 1.0862 -4.2210
H27 0.4718 1.7012 -2.8533
H28 -1.6393 3.2624 -4.4236
H29 0.1077 3.5487 -4.3176

The calculation puts the relative energy (zero: lowest compared OMol25 entry of this formula, charge and spin) at 27.1 kJ/mol. As for the total charge: +2. For the HOMO-LUMO gap, the calculation gives 5.88 eV. Its HOMO energy is -12.844 eV.